Record 1
# C76H88O30S7

15 unconnected molecules or ions with the total composition C76H88O30S7 (ωB97M-V/def2-TZVPD, the Open Molecules 2025 dataset).

Structure (XYZ):
```
201
Properties=species:S:1:pos:R:3:lowdin_charge:R:1
S 0.35 -1.60 4.39 0.67
S -3.34 -3.51 -5.04 0.68
S 4.39 3.32 1.92 0.71
S -5.70 1.94 -0.30 0.67
S 2.26 2.30 6.36 0.71
S 1.97 -5.03 -3.79 0.72
S 0.58 -0.72 -6.28 0.67
O 2.26 0.84 6.37 -0.34
O 1.37 7.47 -1.98 0.09
O 1.88 -0.47 1.20 0.06
O -3.62 -1.41 2.71 0.08
O -2.51 -0.52 -1.68 0.10
O -2.09 0.26 7.22 0.09
O 5.28 -2.73 -1.14 0.11
O 0.36 -0.19 4.10 -0.32
O 3.44 3.15 6.35 -0.33
O 5.09 -6.96 -1.64 0.09
O -2.04 -3.27 -4.49 -0.34
O -6.42 3.01 -0.96 -0.33
O 4.70 3.34 -2.06 0.10
O -4.47 2.23 0.37 -0.33
O 1.82 -1.42 -6.13 -0.33
O -0.45 -1.25 -7.16 -0.32
O 5.35 4.34 1.57 -0.32
O -5.85 8.53 2.42 0.10
O -3.89 -4.86 -5.05 -0.33
O 3.50 0.97 -4.36 0.10
O 4.40 -3.65 2.55 0.10
O -4.44 -4.38 -1.40 0.09
O 0.28 -4.63 0.93 0.07
O -0.60 5.31 1.98 0.11
O 1.45 -6.20 -3.10 -0.34
O -1.19 3.18 -2.78 0.07
O 3.02 3.72 1.85 -0.34
O -3.87 4.01 4.29 0.10
O 2.28 -3.91 -2.87 -0.35
O -0.79 -2.30 3.86 -0.32
C 0.41 -2.04 6.14 -0.20
C 3.30 -0.03 -2.31 0.02
C 2.61 -2.70 5.38 -0.17
C -1.95 5.34 -0.08 0.05
C 0.22 3.90 0.33 0.02
C -0.34 0.27 1.02 0.05
C -5.28 -0.59 -0.42 -0.25
C 0.79 -0.63 0.63 -0.34
C -5.26 7.58 2.93 -0.41
C 0.17 3.64 5.44 -0.20
C 0.03 -0.55 -4.55 -0.23
C -0.79 -4.54 0.34 -0.37
C 1.87 -2.43 4.01 -0.22
C -4.82 -1.26 -5.19 -0.22
C 3.09 -4.53 -6.14 -0.22
C -6.40 -0.42 0.59 -0.21
C 4.77 2.53 3.55 -0.21
C 1.23 2.71 4.90 -0.20
C -5.37 0.51 -1.42 -0.21
C -1.02 -5.24 -0.92 0.03
C 1.60 -4.71 -6.35 -0.23
C -1.05 3.73 -1.70 -0.37
C -3.07 -3.74 0.35 0.02
C 4.97 0.74 2.01 -0.25
C -1.40 0.37 0.18 0.06
C 4.93 -6.24 -0.66 -0.37
C -2.14 -5.10 -1.62 0.06
C 0.73 1.00 -6.63 -0.20
C -3.43 -0.88 3.78 -0.38
C 3.60 -5.81 -0.27 -0.01
C 0.83 -4.52 -5.10 -0.21
C -4.46 -2.37 -4.21 -0.21
C 3.42 -5.28 -4.87 -0.21
C -3.31 -4.36 -0.98 -0.36
C 3.91 0.11 -3.64 -0.39
C 1.15 3.02 7.56 -0.22
C -3.50 -2.74 -6.68 -0.19
C 6.09 -5.73 0.20 0.01
C -3.81 -1.62 5.03 0.03
C 4.57 1.74 0.99 -0.21
C -3.71 -0.98 6.19 0.00
C 4.96 -0.88 -4.10 0.05
C 0.58 4.24 6.81 -0.19
C 4.15 5.38 -1.20 0.02
C -6.82 1.03 0.79 -0.20
C -2.83 0.17 6.25 -0.36
C 4.80 -1.95 -1.94 -0.39
C 5.88 -4.88 1.15 -0.03
C -2.16 4.63 -1.20 0.02
C -4.29 5.07 3.92 -0.35
C 3.87 4.23 -2.02 -0.39
C 5.35 -1.88 -3.29 0.01
C -2.63 1.07 5.03 0.04
C -1.89 -3.79 0.97 0.02
C -0.72 4.94 0.85 -0.32
C -3.84 -1.29 -6.31 -0.23
C -5.20 7.35 4.40 0.01
C 1.90 5.33 -2.94 0.04
C 2.11 6.51 -1.94 -0.36
C -2.95 0.53 3.88 0.02
C -0.47 1.48 -5.76 -0.19
C 2.69 4.26 -2.92 0.00
C 3.30 6.44 -1.08 0.05
C -4.73 6.63 2.04 0.00
C -0.44 -1.54 -1.24 0.03
C 4.39 1.08 3.36 -0.23
C 1.48 -3.17 6.30 -0.18
C 3.41 -4.90 0.70 0.06
C -0.37 0.84 -4.36 -0.24
C -4.84 6.15 4.85 0.03
C 3.75 -0.98 -1.48 0.04
C 0.13 3.43 -0.89 -0.01
C 4.57 -4.27 1.54 -0.35
C -1.52 -0.55 -1.02 -0.37
C -4.36 5.39 2.46 0.06
C 0.63 -1.58 -0.45 0.01
H -0.38 -2.19 -2.12 0.13
H -5.46 -1.61 -0.85 0.13
H 7.10 -6.10 -0.06 0.13
H -2.28 1.00 0.34 0.10
H 2.54 3.43 -3.58 0.10
H -0.06 4.43 4.73 0.11
H 1.66 -3.41 3.58 0.11
H 0.62 -1.17 6.71 0.08
H 5.07 5.30 -0.66 0.11
H 4.97 0.55 4.17 0.14
H -5.76 8.09 5.04 0.14
H 3.37 -1.27 -0.46 0.11
H -4.30 -2.57 4.92 0.12
H 3.75 -4.84 -6.90 0.11
H -0.20 -5.81 -1.29 0.10
H 3.66 -6.29 -5.14 0.11
H 5.80 2.61 3.93 0.12
H 4.33 -4.94 -4.31 0.12
H 3.60 1.52 0.69 0.06
H -3.95 -2.11 -3.26 0.08
H 1.83 3.04 4.00 0.11
H -3.83 -3.21 0.92 0.10
H -6.78 1.54 1.76 0.12
H 3.31 0.86 3.38 0.11
H 1.72 3.35 8.45 0.11
H 2.36 -4.74 0.97 0.08
H -0.25 4.74 7.33 0.11
H 5.20 1.93 0.17 0.08
H -5.78 -1.51 -5.65 0.12
H 5.41 -0.73 -5.09 0.13
H -7.30 -0.99 0.25 0.13
H 0.81 1.76 4.75 0.03
H -4.09 -0.71 -7.25 0.15
H -1.29 0.98 -3.85 0.09
H 4.67 -0.31 1.69 0.12
H -6.15 0.39 -2.10 0.09
H 0.80 -0.93 -3.87 0.10
H -4.11 4.60 1.78 0.09
H 3.48 7.21 -0.37 0.12
H 0.99 5.47 -3.52 0.12
H 2.51 0.68 -2.12 0.11
H -0.58 -2.34 6.35 0.08
H -2.88 0.93 2.84 0.14
H -0.69 2.95 5.57 0.09
H 4.12 3.02 4.30 0.06
H 0.84 2.75 -1.39 0.12
H -1.73 -3.38 1.97 0.10
H -4.73 6.87 1.00 0.12
H 6.77 -4.39 1.59 0.13
H -6.06 -0.86 1.51 0.10
H 2.38 -1.78 3.37 0.05
H 1.75 -3.23 7.37 0.12
H -2.97 4.87 -1.93 0.14
H 6.10 -2.65 -3.56 0.14
H 0.40 1.44 -3.82 0.11
H 1.16 -4.16 6.02 0.11
H 1.06 3.73 1.02 0.10
H 1.39 -2.36 -0.55 0.12
H 0.33 2.34 7.90 0.12
H -7.74 1.28 0.34 0.08
H 1.76 1.32 -6.30 0.11
H -0.12 0.75 1.96 0.10
H -1.32 1.12 -6.34 0.10
H -4.97 -0.29 -4.71 0.11
H 3.16 -3.46 -6.02 0.09
H -4.47 0.63 -1.97 0.07
H -2.36 2.06 5.29 0.08
H 2.83 -6.27 -0.81 0.10
H -4.75 5.99 5.93 0.12
H -4.27 -0.57 0.06 0.10
H 0.64 1.11 -7.73 0.12
H 0.66 -3.46 -4.91 0.08
H 3.46 -3.36 5.23 0.11
H -2.72 6.04 0.21 0.09
H -5.30 -3.01 -3.87 0.11
H -4.18 -3.44 -7.16 0.10
H 6.11 0.65 2.13 0.14
H 1.55 -5.73 -6.73 0.13
H -2.47 -5.41 -2.62 0.12
H 3.00 -1.69 5.66 0.11
H -2.84 -0.92 -5.96 0.10
H 1.26 5.06 6.66 0.11
H -0.59 2.55 -5.71 0.11
H 1.26 -4.06 -7.11 0.10
H -0.82 -1.24 -4.35 0.09
H -0.10 -5.03 -5.02 0.09
H -2.53 -2.71 -7.13 0.08
H -4.20 -1.33 7.11 0.14
```

The electronic energy is -217497.3446 eV. For the gap between HOMO and LUMO, the calculation gives 7.872 eV. Its maximum force is 4.217 eV/A.

Record 2
# C77H172N8O13

13 unconnected molecules or ions with the total composition C77H172N8O13 (ωB97M-V/def2-TZVPD, the Open Molecules 2025 dataset).

Structure (XYZ):
```
270
Properties=species:S:1:pos:R:3:lowdin_charge:R:1
O 22.95 11.78 21.76 -0.01
O 10.74 11.34 21.65 0.00
O 20.64 21.25 24.75 -0.01
O 12.96 19.09 21.28 -0.14
O 23.41 16.26 24.03 -0.12
O 15.15 19.61 19.70 -0.03
O 20.78 15.12 16.40 -0.13
O 21.53 10.11 23.93 -0.03
O 17.47 17.69 19.01 -0.02
O 14.20 11.66 15.47 -0.12
O 13.55 13.87 13.39 0.00
O 20.57 22.10 22.22 -0.15
O 15.63 15.72 29.45 0.00
N 15.65 16.02 28.09 -0.12
N 19.73 21.69 25.74 -0.09
N 11.41 11.30 22.84 -0.13
N 23.33 11.72 20.43 -0.11
N 21.78 11.12 24.86 -0.12
N 14.63 14.68 13.44 -0.11
N 17.55 16.61 19.86 -0.11
N 15.20 20.83 19.05 -0.11
C 23.83 10.11 25.69 -0.05
C 21.03 12.41 19.61 -0.01
C 21.27 23.31 26.99 -0.04
C 16.19 13.14 12.22 -0.04
C 18.79 23.59 27.17 -0.13
C 12.06 13.74 22.87 -0.05
C 20.60 12.07 24.91 -0.41
C 19.80 17.27 20.51 -0.03
C 17.76 21.34 24.20 -0.01
C 20.09 16.15 17.14 -0.15
C 23.77 10.38 20.05 -0.47
C 16.61 15.55 12.31 -0.16
C 15.47 14.49 12.20 -0.45
C 18.40 21.08 25.61 -0.48
C 14.58 17.36 26.19 -0.14
C 22.44 10.62 26.07 -0.48
C 13.33 12.08 24.19 -0.15
C 14.68 14.65 10.85 -0.02
C 17.48 21.69 19.48 -0.03
C 15.37 12.36 15.90 -0.13
C 14.40 16.06 25.34 -0.15
C 20.55 12.96 23.54 -0.01
C 13.13 16.81 13.26 -0.03
C 22.70 11.69 27.19 -0.14
C 18.53 15.61 21.91 -0.10
C 10.56 11.00 24.00 -0.49
C 16.28 16.98 12.66 -0.19
C 12.50 12.30 22.94 -0.47
C 9.89 9.64 23.82 -0.05
C 15.99 21.88 19.66 -0.52
C 17.40 23.04 26.80 -0.20
C 16.09 20.21 16.83 -0.02
C 22.57 12.63 19.53 -0.45
C 13.51 12.12 21.73 -0.03
C 13.91 15.99 15.50 -0.03
C 14.27 16.02 13.96 -0.43
C 14.87 20.80 17.59 -0.44
C 15.78 14.79 27.24 -0.43
C 15.15 18.44 28.31 -0.03
C 11.92 18.18 21.54 -0.12
C 17.45 21.54 26.73 -0.15
C 22.64 9.37 20.28 -0.03
C 19.96 24.09 25.07 -0.04
C 12.53 11.92 25.45 -0.19
C 11.49 10.79 25.25 -0.11
C 15.63 23.26 19.11 -0.14
C 20.92 13.08 26.07 -0.12
C 16.69 14.51 20.68 -0.16
C 19.28 11.40 25.18 -0.05
C 19.97 23.08 26.22 -0.46
C 15.92 15.39 18.44 -0.02
C 23.12 11.05 17.66 -0.19
C 15.55 23.31 17.59 -0.16
C 14.67 17.04 27.69 -0.47
C 15.61 15.17 25.72 -0.14
C 16.31 15.77 19.91 -0.43
C 18.53 19.58 25.80 -0.05
C 23.04 12.48 18.08 -0.15
C 17.23 14.77 22.06 -0.18
C 15.01 16.33 20.61 -0.02
C 9.42 12.03 24.25 -0.03
C 24.16 10.36 18.55 -0.13
C 25.08 9.95 20.88 -0.02
C 18.39 16.95 21.01 -0.44
C 17.29 14.33 27.34 -0.04
C 22.76 14.11 19.98 -0.03
C 22.90 16.77 22.83 -0.18
C 14.84 13.61 27.57 -0.04
C 17.87 18.11 21.92 -0.01
C 13.57 19.93 17.29 -0.02
C 21.50 9.50 26.65 -0.02
C 14.55 22.22 17.06 -0.12
C 20.78 20.81 21.61 -0.11
C 15.66 21.95 21.17 -0.03
C 15.50 16.97 13.97 -0.16
C 13.28 16.72 28.27 -0.03
C 21.44 12.51 27.40 -0.19
H 23.81 14.41 20.05 0.09
H 20.62 12.65 20.59 0.05
H 12.88 14.44 22.69 0.07
H 9.24 9.29 24.62 0.09
H 19.10 23.96 24.41 0.08
H 19.25 10.33 25.00 0.08
H 17.95 15.18 27.17 0.08
H 15.17 14.61 18.31 0.08
H 11.50 13.83 21.94 0.08
H 12.12 9.90 25.12 0.12
H 15.46 12.33 12.32 0.09
H 12.71 20.07 17.93 0.08
H 25.60 9.06 20.51 0.08
H 24.01 12.97 17.97 0.12
H 23.50 10.96 16.64 0.12
H 20.81 16.85 17.56 0.07
H 13.83 13.98 10.78 0.08
H 20.04 20.66 20.82 0.06
H 9.29 9.68 22.91 0.08
H 13.00 17.80 13.71 0.08
H 21.56 13.30 28.14 0.11
H 16.78 15.10 17.83 0.09
H 16.85 13.12 13.09 0.07
H 10.72 8.96 23.59 0.08
H 13.04 15.66 28.15 0.07
H 20.52 20.04 22.34 0.07
H 16.16 16.95 14.84 0.11
H 23.04 8.37 20.10 0.08
H 17.92 22.21 20.32 0.08
H 23.49 12.38 26.89 0.11
H 24.31 9.36 18.15 0.12
H 18.60 18.32 22.70 0.07
H 22.38 14.79 19.22 0.07
H 15.24 14.54 9.93 0.08
H 9.75 12.90 24.82 0.07
H 18.40 21.04 23.37 0.06
H 18.72 24.67 27.21 0.11
H 20.40 13.04 18.99 0.08
H 22.14 14.33 20.85 0.06
H 14.66 23.51 19.54 0.12
H 15.19 18.01 14.03 0.10
H 25.82 10.75 20.82 0.07
H 17.02 20.77 16.90 0.07
H 14.43 16.25 24.27 0.09
H 23.73 16.78 22.14 0.08
H 10.87 10.73 26.14 0.12
H 19.70 13.64 23.45 0.04
H 12.17 16.29 13.22 0.08
H 23.19 11.22 28.04 0.12
H 13.81 18.09 25.97 0.11
H 17.57 13.76 28.23 0.08
H 13.16 12.37 20.73 0.08
H 20.67 11.92 27.91 0.09
H 13.81 13.20 14.04 0.06
H 16.30 16.32 29.78 0.11
H 14.14 15.68 20.64 0.08
H 15.70 14.28 25.09 0.10
H 13.90 11.10 21.63 0.08
H 17.24 15.23 13.14 0.11
H 13.76 11.44 16.29 0.08
H 16.32 19.18 17.10 0.07
H 16.54 23.10 17.18 0.09
H 22.01 16.23 22.50 0.06
H 12.07 17.88 22.58 0.08
H 13.02 15.41 15.76 0.08
H 14.27 19.62 20.09 0.05
H 16.56 15.29 22.74 0.09
H 16.88 12.94 11.40 0.09
H 20.87 11.33 19.51 0.07
H 13.20 16.76 29.36 0.08
H 17.83 22.05 18.51 0.07
H 19.73 18.24 20.02 0.08
H 14.49 19.23 27.93 0.08
H 15.47 17.89 25.88 0.10
H 13.18 11.63 26.28 0.10
H 24.14 16.78 24.37 0.08
H 19.02 11.40 26.23 0.07
H 21.11 8.80 25.91 0.07
H 17.58 19.07 25.64 0.06
H 19.50 15.74 17.97 0.05
H 16.15 22.81 21.64 0.09
H 14.58 22.02 21.28 0.08
H 18.66 15.83 22.97 0.11
H 19.11 19.11 25.01 0.07
H 15.75 21.05 21.78 0.06
H 22.06 8.84 27.32 0.08
H 17.24 17.49 12.68 0.11
H 16.87 20.72 24.09 0.08
H 16.45 21.10 26.75 0.11
H 15.79 20.04 15.79 0.07
H 17.66 19.00 21.34 0.06
H 14.73 13.42 28.63 0.08
H 21.80 9.47 19.59 0.07
H 14.31 15.66 10.72 0.06
H 13.94 18.90 17.35 0.05
H 20.13 25.12 25.39 0.09
H 13.99 11.23 24.02 0.13
H 24.59 9.91 26.45 0.08
H 13.46 15.54 25.52 0.10
H 16.87 18.22 19.53 0.05
H 18.92 19.27 26.77 0.09
H 24.33 10.88 25.10 0.08
H 15.68 17.44 11.88 0.10
H 20.64 9.93 27.16 0.06
H 12.04 12.86 25.70 0.10
H 13.39 17.07 12.24 0.06
H 19.30 14.94 21.53 0.10
H 12.01 17.24 20.99 0.08
H 17.47 22.38 24.11 0.07
H 22.18 9.27 21.27 0.07
H 12.47 17.25 27.77 0.08
H 22.36 12.97 17.37 0.11
H 15.03 18.42 29.39 0.07
H 17.76 21.25 27.73 0.12
H 23.60 12.41 22.10 0.12
H 13.52 22.44 17.32 0.11
H 14.73 15.58 16.10 0.04
H 16.36 24.01 19.41 0.12
H 8.88 12.38 23.37 0.08
H 17.52 13.81 22.50 0.10
H 22.15 23.01 26.42 0.08
H 8.61 11.58 24.81 0.07
H 18.91 23.41 28.24 0.11
H 13.05 19.71 22.00 0.09
H 21.31 13.72 23.34 0.06
H 15.48 16.32 18.09 0.06
H 15.74 11.89 16.81 0.09
H 21.01 15.55 15.57 0.07
H 16.12 12.46 15.12 0.07
H 19.45 16.78 16.53 0.08
H 15.15 16.75 21.61 0.06
H 15.06 13.39 16.09 0.05
H 18.46 11.96 24.73 0.08
H 14.68 17.24 20.11 0.05
H 21.60 13.85 25.70 0.11
H 21.74 20.77 21.10 0.09
H 15.21 12.66 27.18 0.08
H 25.05 10.98 18.50 0.12
H 11.37 10.86 21.10 0.10
H 10.98 18.69 21.33 0.09
H 15.21 24.27 17.20 0.11
H 20.18 16.46 19.88 0.06
H 14.44 12.67 21.87 0.06
H 13.76 16.99 15.91 0.07
H 16.90 17.84 22.33 0.07
H 11.36 14.18 23.58 0.08
H 16.69 23.29 27.58 0.11
H 20.79 23.78 24.43 0.07
H 22.12 10.44 23.24 0.06
H 19.99 13.58 26.33 0.09
H 20.48 17.39 21.35 0.06
H 16.16 18.82 28.13 0.06
H 24.92 9.86 21.95 0.06
H 22.72 17.85 22.91 0.07
H 13.84 13.74 27.15 0.05
H 17.39 13.93 20.08 0.13
H 16.54 15.59 25.33 0.10
H 20.55 12.27 22.70 0.06
H 20.70 22.79 21.56 0.09
H 22.16 10.54 17.75 0.11
H 13.91 13.00 24.26 0.10
H 14.68 22.20 15.98 0.11
H 17.13 23.54 25.87 0.10
H 21.20 22.61 27.83 0.08
H 23.75 9.19 25.10 0.08
H 17.53 13.63 26.54 0.05
H 20.30 21.76 24.01 0.02
H 13.24 20.00 16.25 0.08
H 17.26 15.52 11.44 0.12
H 21.40 24.28 27.47 0.09
H 17.75 20.63 19.47 0.07
H 15.79 13.91 20.82 0.09
```

The electronic energy is -121161.5144 eV. For the gap between HOMO and LUMO, the calculation gives 7.951 eV. Its maximum force is 3.310 eV/A.